# C18H17ClCuF5N2OS2

C18H17ClCuF5N2OS2 as an isolated structure (wB97M-V/def2-TZVPD, the Open Molecules 2025 dataset).

Each line ends with the natural charge from an NBO analysis.
Geometry (Å):
Cu: -1.4160 1.8142 -0.0809  1.092
Cl: -4.6992 2.8873 1.5974  -0.031
C: -4.2648 1.2140 1.3550  -0.029
C: -5.2609 0.3274 0.9954  -0.235
C: -4.9537 -1.0098 0.7819  -0.229
C: -3.6392 -1.4422 0.9311  -0.233
C: -2.6498 -0.5525 1.2925  -0.141
C: -2.9228 0.8179 1.5268  -0.151
C: -1.8301 1.7171 1.8312  -0.714
H: -6.2733 0.6908 0.8796  0.216
H: -5.7344 -1.7019 0.4941  0.205
H: -3.3797 -2.4782 0.7530  0.217
H: -1.6220 -0.8842 1.3785  0.240
H: -0.9503 1.2179 2.2297  0.235
H: -2.0532 2.6652 2.3046  0.218
C: 3.3439 2.7323 0.1501  -0.412
N: 2.5977 2.5519 -1.0731  -0.420
C: 3.1042 1.6189 -2.0775  -0.223
C: 1.8473 1.2543 -2.8872  -0.231
N: 0.8034 2.0551 -2.2579  -0.606
C: 1.2554 2.6359 -1.1579  0.380
S: 0.2675 3.3858 0.0247  -0.325
H: 4.3538 3.0680 -0.0917  0.186
H: 3.3875 1.7877 0.7017  0.224
H: 2.8541 3.4824 0.7642  0.230
H: 3.5250 0.7446 -1.5753  0.223
H: 3.8767 2.0981 -2.6841  0.183
H: 1.6069 0.1956 -2.7785  0.226
H: 1.9453 1.5015 -3.9451  0.186
H: -0.2286 1.7812 -2.2980  0.474
F: 3.2884 -5.4342 2.1175  -0.309
C: 2.7896 -4.2701 1.6637  0.213
C: 3.6264 -3.2112 1.3665  0.258
F: 4.9528 -3.3531 1.5306  -0.308
C: 3.1023 -2.0209 0.9021  0.291
F: 3.9821 -1.0404 0.6276  -0.317
C: 1.7325 -1.8035 0.7044  -0.241
S: 1.0992 -0.3069 0.1169  -0.497
C: 0.9276 -2.9093 1.0134  0.280
F: -0.4043 -2.8339 0.8548  -0.316
C: 1.4290 -4.1079 1.4804  0.298
F: 0.6008 -5.1293 1.7580  -0.315
C: -2.0084 0.0098 -2.2480  -0.243
O: -1.7098 1.3376 -1.9072  -1.000
H: -1.9722 -0.1206 -3.3405  0.135
H: -3.0196 -0.2739 -1.9246  0.148
H: -1.3072 -0.7085 -1.8001  0.169

E_HOMO (alpha / beta)	-4.260 / -4.261	eV
charge	-1
calculated total energy	-116390.9707	eV
F_max	0.27	eV Å⁻¹
energy above the lowest of the compared OMol25 structures with the same formula, charge and spin	2.3	kcal/mol
2S+1	2
HOMO-LUMO gap (alpha / beta)	7.05 / 6.15	eV